Below is a cluster of 5 separate species, C12H25BCl8N2O6 in total, with properties calculated with wB97M-V/def2-TZVPD.

Summary:
HOMO level = -10.28 eV
SMILES = CCOB(O)N(CON=O)C(=O)O.ClCCCl.ClCCCl.ClCCCl.ClCCCl
LUMO = -0.02598 Ha
HOMO-LUMO gap = 9.5686 eV

Structure (ORCA input):
```
! wB97M-V def2-TZVPD RIJCOSX def2/J DEFGRID3
* xyz 0 1
C 1.48046 1.53183 2.24123
H -0.76396 3.06211 0.09861
H -0.70557 -4.85463 -6.83514
O -3.98183 2.05044 4.25718
C -3.05931 -1.44624 -3.59160
B -0.56253 1.43368 1.05999
H 3.66090 -3.35381 2.30017
H 0.86588 1.78298 3.10240
H 0.53767 7.76754 0.08512
H -0.72716 -0.68347 2.84285
Cl -4.14407 -1.17010 -4.98514
C 2.56114 0.53816 2.59931
C -0.50339 5.87980 0.11379
H -1.64211 -3.59878 -6.01851
H -0.75931 5.09785 0.82042
H 6.69486 -2.95957 2.40805
H 3.31554 0.56750 1.83207
O -0.64957 -1.35396 2.16035
C 0.38395 -3.82284 -5.31685
H 5.70008 -2.68195 0.97449
C 4.66686 -3.67667 2.55455
H -3.04344 -0.31775 2.25322
N -3.25816 1.17930 4.04919
Cl 4.74083 -3.90082 4.32090
Cl 0.10390 -2.86144 -3.84299
H 2.14752 -0.45963 2.58577
H -3.10973 -1.68687 -1.47854
O 0.72460 0.97971 1.16335
H -3.60521 1.02503 1.29708
H 4.84447 -4.65030 2.10189
H 1.96198 2.45152 1.93088
Cl 1.57624 6.49672 1.77444
C 0.18257 7.03092 0.80056
N -1.62762 0.44485 0.93912
C -1.17031 -0.92045 1.00187
O -2.38017 1.48181 2.93865
H 3.03405 0.76578 3.54369
H -2.26564 -0.70631 -3.63546
H -0.51558 7.51460 1.48096
H -1.41503 6.22997 -0.36736
C 5.69905 -2.69580 2.06280
H 0.84190 -3.16064 -6.04922
Cl -1.61129 -5.62122 -4.81194
Cl 5.34937 -1.03387 2.60435
Cl -4.36473 0.25218 -1.89241
H -2.62048 -2.43066 -3.72338
C -0.89998 -4.38049 -5.87508
H 1.08970 -4.61142 -5.07150
O -1.28684 -1.67529 0.05132
Cl 0.52117 5.16458 -1.16906
H -4.64808 -2.05791 -2.27169
O -0.82512 2.78936 1.01817
C -3.78812 -1.39368 -2.27805
C -2.75038 0.64832 1.84515
*
```

Atom charges from the natural (NBO) analysis, given in e for atoms 1 to 8:
1 C -0.062
2 H 0.508
3 H 0.224
4 O -0.194
5 C -0.383
6 B 1.264
7 H 0.226
8 H 0.165

---

Below is a structure of composition C12H25ClFeI2NP2, with properties calculated with wB97M-V/def2-TZVPD.

Summary:
HOMO level (alpha / beta) = -14.70 / -14.79 eV
LUMO (alpha / beta) = -0.37625 / -0.33873 Ha
HOMO-LUMO gap (alpha / beta) = 4.4667 / 5.5687 eV

Structure (ORCA input):
```
! wB97M-V def2-TZVPD RIJCOSX def2/J DEFGRID3
* xyz 2 6
H -0.59723 1.32402 -3.46302
C -1.55469 -2.13508 -2.49114
C -1.30408 0.62392 -3.00679
H 1.19472 2.08631 -0.83377
H -2.22626 -2.04209 -3.34837
H -0.89031 3.12822 -1.32299
H -0.95080 -2.72208 1.64237
C -1.09178 3.19499 -0.25159
I 2.30103 -3.99688 -1.68041
C -2.29349 4.02803 1.67473
C -2.16909 3.92344 0.29194
I 3.03578 -0.06928 -1.10814
P 1.11755 -1.69746 1.65806
H -1.54038 3.59614 3.58653
H -2.87366 4.45178 -0.32738
H -2.04169 0.29861 -3.75199
H -2.10617 -2.02761 -1.55779
H -3.08468 4.65369 2.06763
H 0.76382 -1.37409 4.00055
C 0.78974 -1.18635 -3.80971
H 0.29063 -1.14566 -4.77645
H 3.00619 -2.76335 2.76113
H 0.46079 2.26183 2.63580
H 0.05220 -3.41090 2.96085
H 0.03538 -0.05661 3.03001
C 0.90539 -0.70858 3.13771
C -1.40346 3.42097 2.52440
C 2.79640 -2.38261 1.76224
C 0.03732 -3.08870 1.91698
H 0.32202 -3.91735 1.26498
C -0.31360 2.69523 2.01410
H 1.16944 -2.19531 -3.58815
H -1.81211 1.08018 -2.15583
N 0.86612 1.78844 0.09228
C -0.17338 2.60976 0.62070
H 1.61183 -0.47533 -3.73283
Fe 0.66733 -0.42511 -0.32738
H 2.82444 -3.18201 1.00490
H 3.48190 -1.58861 1.46338
Cl -1.42209 -0.29973 0.45303
H 1.71026 1.75421 0.66715
P -0.36181 -0.81275 -2.45981
H -1.04583 -3.10124 -2.51591
H 1.81633 -0.11502 3.27798
*
```

Atom charges from the natural (NBO) analysis, given in e for atoms 1 to 8:
1 H 0.261
2 C -0.975
3 C -0.965
4 H 0.412
5 H 0.282
6 H 0.214
7 H 0.269
8 C -0.247

---

Below is a cluster of 3 separate species, C12H25FN2O9S2 in total, with properties calculated with wB97M-V/def2-TZVPD.

Summary:
HOMO level = -9.28 eV
SMILES = CS(=O)(=O)[C@@]1(CCCF)OS(=O)(=O)O[C@H]1O.CNC(C)=O.CNC(C)=O
LUMO = 0.01716 Ha
HOMO-LUMO gap = 9.7504 eV

Structure (ORCA input):
```
! wB97M-V def2-TZVPD RIJCOSX def2/J DEFGRID3
* xyz 0 1
H 3.56334 0.89288 -0.12692
C 4.29086 1.24669 0.58498
C 3.83509 1.57695 1.98008
H -4.38852 -4.66844 -4.82378
S 5.75080 3.05339 1.35682
H -2.63596 -4.56604 -5.04781
C -4.65894 0.45623 0.67371
O 5.48814 4.41222 1.55289
H -3.33243 -5.89144 -4.10186
H 3.91297 -2.05459 3.24967
O -3.93660 -2.57956 -1.56453
H -6.05293 -3.94694 -3.37058
H -2.50594 0.62161 -2.70971
C 2.75299 2.64748 2.16069
H 2.30925 2.50280 3.13649
H -4.17984 0.84650 -2.18176
C -4.19842 -3.17978 -2.59724
H 3.22354 3.61454 2.19479
H -4.96874 -0.07872 -0.21710
H -3.03109 1.71463 1.20694
H -6.11830 -2.28841 -2.76216
H -5.35175 -2.61415 -4.32207
C -3.42874 -4.83299 -4.34764
H 5.38877 -1.12868 3.42718
C 1.67321 2.68587 1.08705
H 1.33868 0.56031 0.80174
H -2.44443 -4.11045 -2.61006
H 4.66818 -1.38729 1.80031
H 1.01974 3.51130 1.34313
O 3.89670 0.71545 4.43905
N -3.42344 1.18282 0.44487
H 0.13176 1.62815 0.12156
H -5.44570 1.15523 0.96422
C 0.78330 1.48093 0.97874
C -2.69043 1.24387 -0.69011
N -3.29961 -4.03846 -3.13916
O 5.35889 0.35394 0.49475
C 4.48462 -1.23379 2.85270
H 5.77315 0.21001 1.35955
O -1.65512 1.90128 -0.71944
O 4.82317 2.52698 0.16275
O 7.09418 2.68972 1.27090
H 2.07057 2.92988 0.10976
F -0.03853 1.37339 2.07707
C -5.51437 -3.00054 -3.31534
O 5.04190 2.18627 2.52545
H -3.26531 -0.58827 -1.65287
O 2.11609 -0.16188 3.16518
S 3.48752 0.21274 3.17868
H -4.51539 -0.26142 1.48225
C -3.19692 0.47775 -1.88376
*
```

Atom charges from the natural (NBO) analysis, given in e for atoms 1 to 8:
1 H 0.219
2 C 0.308
3 C -0.004
4 H 0.212
5 S 2.562
6 H 0.200
7 C -0.412
8 O -0.906

---

Below is an isolated molecule of C12H25N5O3, with properties calculated with wB97M-V/def2-TZVPD.

Summary:
HOMO level = -9.27 eV
SMILES = [H]/N=C(/N)NCCC[C@H](N)C(=O)N[C@H](C(=O)O)[C@@H](C)CC
LUMO = 0.00866 Ha
HOMO-LUMO gap = 9.5045 eV

Structure (ORCA input):
```
! wB97M-V def2-TZVPD RIJCOSX def2/J DEFGRID3
* xyz 0 1
C 1.61528 -0.63061 0.93137
H 0.92280 1.98480 1.44731
H -3.06375 -1.82725 -1.53469
C -4.40529 0.24596 -1.77078
C -2.61589 0.60650 0.00591
C -2.98526 2.04923 0.20990
N 0.44566 1.63836 0.57057
H -3.67787 0.13121 -2.59548
H 7.52632 -0.36259 -1.49006
H -4.57073 -0.04059 0.37917
H -1.82455 0.62918 -0.71162
H 3.45687 1.63420 0.92734
C -0.79990 -0.25062 1.62547
H -5.60804 -2.12419 -0.98444
H -4.62113 1.31525 -1.71420
H 5.42446 -1.43952 0.84004
C 2.80713 -0.22075 -0.03105
H 1.93233 -0.40156 1.93193
H 7.14537 1.32646 -1.19886
N 6.16165 -1.14566 0.22536
H -4.58147 -3.59339 -0.61930
N 6.82268 0.37026 -1.36127
H -2.76906 0.00491 2.02717
C 3.84203 0.61935 0.68207
H 3.36365 -1.11064 -0.23784
C -3.49966 -1.72169 -0.51949
H 1.05616 1.93591 -0.20176
N -2.09168 0.10243 1.28453
H 2.51355 0.14124 -1.00780
H 4.81433 1.65659 -0.82007
H -5.30486 -0.34267 -2.05960
H 4.19365 0.13630 1.61130
O -0.53191 -0.84264 2.65712
H -2.72394 -2.05042 0.15999
C 0.33850 0.11692 0.59134
H -1.14340 2.40403 0.30573
H -5.23245 -2.45143 0.65230
O -4.15713 2.41400 0.25158
N 5.02266 0.92645 -0.12382
C -4.80853 -2.50608 -0.34702
C 5.96423 -0.03187 -0.35898
C -3.84715 -0.23850 -0.42377
H 1.42893 -1.72363 0.90173
O -1.97157 2.91770 0.32280
H 0.03692 -0.25095 -0.43013
*
```

Atom charges from the natural (NBO) analysis, given in e for atoms 1 to 8:
1 C -0.413
2 H 0.385
3 H 0.195
4 C -0.622
5 C -0.158
6 C 0.775
7 N -0.865
8 H 0.196

---

Below is a structure of composition C12H25NO4PZn, with properties calculated with wB97M-V/def2-TZVPD.

Summary:
HOMO level (alpha / beta) = -15.25 / -15.61 eV
LUMO (alpha / beta) = -0.33748 / -0.36143 Ha
HOMO-LUMO gap (alpha / beta) = 6.0675 / 5.7756 eV

Structure (ORCA input):
```
! wB97M-V def2-TZVPD RIJCOSX def2/J DEFGRID3
* xyz 2 2
H 3.55141 -1.86889 -2.14267
O -0.19519 -2.21443 0.67129
O -0.91680 3.34657 0.58104
C 2.00079 -0.37941 -2.04526
H 1.40038 -1.49914 2.50262
H -0.06285 4.34547 -1.95298
H -1.52225 1.40859 -0.97631
H -3.48445 -0.99021 0.39610
H 1.25024 1.34939 1.62925
H 2.80422 -2.99689 -0.43244
N -0.82491 -1.19689 0.80241
H 3.79989 -0.68238 -0.87883
H 2.69400 1.18291 -0.73656
H -2.18858 -2.59130 -1.18962
C 3.03683 -1.28317 -1.38262
O 0.00390 3.39221 -1.76717
H -3.47205 -0.36195 -1.22885
C -0.78535 0.61008 -1.03000
H -1.86026 -1.41523 -2.44486
H -0.52095 -2.27532 -1.61754
C -1.21327 0.70869 2.42158
C 1.81776 0.98311 -1.35627
P 0.33897 2.95439 -0.29844
H -3.11079 0.72608 0.08567
H -0.17954 -1.72664 3.29325
H 1.78892 1.76651 -2.11256
Zn -2.61229 -2.35664 2.26708
C -0.18638 -0.19992 1.75501
H 0.79650 -0.30117 3.64035
H 1.74889 -0.13958 0.84541
H -0.66975 1.49260 2.94682
H 2.33869 -0.18505 -3.06217
H -1.92490 1.15940 1.73848
H -0.72952 3.82122 1.40945
C -2.97432 -0.29258 -0.26253
H -1.75281 0.15274 3.18624
C 0.50463 -0.99694 2.85481
H -0.61890 0.45004 -2.09361
C 0.56743 1.09996 -0.43176
C 0.91207 0.54439 0.97468
O 2.37635 -2.12839 -0.44514
C -1.49740 -0.67885 -0.48091
H 1.06443 -0.92305 -2.13161
C -1.49276 -1.81035 -1.50082
*
```

Atom charges from the natural (NBO) analysis, given in e for atoms 1 to 8:
1 H 0.201
2 O -0.244
3 O -0.963
4 C -0.442
5 H 0.253
6 H 0.561
7 H 0.233
8 H 0.203

---

Max |F|: 2.2, 1.6, 2.0, 2.9, 2.3 (eV/Å)